{
  "formula": "C27H49Br3FINO12PS2",
  "method": "ωB97M-V/def2-TZVPD",
  "species": ["C", "C", "C", "C", "C", "C", "C", "C", "F", "C", "C", "C", "P", "O", "O", "C", "C", "O", "C", "C", "C", "Br", "C", "C", "N", "C", "O", "C", "I", "C", "Br", "C", "C", "Br", "H", "H", "H", "H", "H", "H", "H", "H", "H", "H", "H", "H", "H", "H", "H", "H", "H", "H", "H", "H", "H", "H", "H", "H", "H", "H", "H", "H", "H", "H", "H", "H", "H", "H", "H", "H", "H", "H", "H", "H", "H", "C", "C", "O", "S", "O", "O", "O", "H", "H", "H", "H", "C", "C", "O", "S", "O", "O", "O", "H", "H", "H", "H"],
  "coordinates": [[4.176596, -1.511058, -3.313129], [2.895381, -0.676789, -3.184236], [2.721500, -0.025578, -1.778896], [1.778016, -0.852691, -0.858489], [0.586320, -0.114441, -0.169350], [1.222017, 1.064304, 0.602428], [0.293238, 2.150944, 1.158506], [1.172006, 3.365791, 1.523431], [-0.383848, 1.815777, 2.324799], [-0.550492, 0.271262, -1.200717], [-0.964633, -0.929817, -2.098314], [-2.086913, -0.572231, -3.090760], [-2.681341, -2.200651, -3.682500], [-1.516988, -2.912192, -4.198560], [-3.234610, -3.058504, -2.429641], [-4.667628, -3.006000, -2.203147], [-5.116285, -1.607130, -1.732836], [-3.803797, -1.917825, -4.798771], [-3.744088, -2.810205, -5.930568], [-4.383334, -4.165371, -5.662545], [-0.356628, 1.604292, -1.957308], [-2.062408, 2.625964, -2.067496], [0.301657, 1.481875, -3.364369], [-0.379881, 2.238675, -4.524035], [-1.734584, 0.257417, -0.280444], [-1.527795, -0.563736, 0.842398], [-2.339630, -0.669437, 1.680390], [-0.068890, -1.191132, 0.778983], [0.430351, -1.199933, 2.889254], [-0.019462, -2.686959, 0.352833], [-1.607371, -3.645371, 1.024184], [1.262915, -3.503584, 0.802249], [1.736275, -4.328875, -0.424648], [0.921089, -4.881979, 2.167496], [4.374451, -1.648307, -4.375654], [3.984094, -2.506751, -2.909691], [5.017325, -1.017281, -2.834525], [1.996881, -1.222034, -3.474210], [2.963138, 0.163745, -3.882308], [2.472056, 1.027347, -1.878122], [3.722328, -0.058994, -1.344212], [1.468045, -1.694156, -1.466220], [2.401144, -1.231316, -0.045688], [1.906267, 0.694250, 1.362962], [1.869795, 1.634660, -0.060810], [-0.432673, 2.541078, 0.444728], [1.767704, 3.655528, 0.657709], [1.857239, 3.110672, 2.329632], [0.523670, 4.201913, 1.781597], [-0.142640, -1.297868, -2.706997], [-1.405807, -1.711400, -1.490560], [-1.713520, -0.081624, -3.982772], [-2.920979, -0.063687, -2.613245], [-5.210816, -3.254124, -3.111913], [-4.877945, -3.751950, -1.443029], [-4.325691, -1.161977, -1.129934], [-5.379029, -1.003661, -2.599752], [-6.004650, -1.758350, -1.122024], [-4.358044, -2.342753, -6.701200], [-2.748567, -2.909721, -6.354873], [-3.714238, -4.853166, -5.147226], [-4.621673, -4.627087, -6.622993], [-5.338030, -4.033182, -5.158457], [0.263696, 2.286405, -1.396118], [1.285068, 1.945971, -3.308977], [0.466322, 0.463315, -3.701769], [-1.350336, 1.832374, -4.789983], [-0.379937, 3.313043, -4.373312], [0.267161, 2.062083, -5.390248], [-2.011190, 1.147447, 0.127506], [-0.080967, -2.844725, -0.714205], [2.106168, -2.884485, 1.082440], [2.020467, -3.691367, -1.258950], [0.902039, -4.980584, -0.688205], [2.531369, -4.986887, -0.081379], [0.274239, 4.359993, 4.930184], [-0.929421, 5.265968, 5.065579], [-0.427271, 6.431887, 5.732975], [1.096825, 6.683911, 5.292555], [1.118404, 7.653145, 4.257945], [1.882523, 6.818502, 6.462609], [1.368010, 5.246757, 4.637784], [0.492109, 3.843272, 5.860651], [0.155421, 3.630587, 4.131769], [-1.730657, 4.811486, 5.641738], [-1.313706, 5.572648, 4.089047], [3.821875, 0.260083, 7.755811], [2.866463, -0.796235, 7.243728], [1.756401, -0.052405, 6.725729], [2.279125, 1.341013, 6.127113], [2.434051, 1.212630, 4.726581], [1.510740, 2.387156, 6.695108], [3.733915, 1.324504, 6.800567], [3.507142, 0.645338, 8.727847], [4.844369, -0.102009, 7.823935], [2.537106, -1.476825, 8.023966], [3.305890, -1.368614, 6.423572]],
  "atomic_forces_ev_per_a": [[-1.18, -0.26, -0.43], [0.31, 1.32, 0.27], [0.24, -1.04, -0.24], [0.68, 1.08, -0.04], [2.19, -1.50, -0.82], [-1.21, 0.26, -0.35], [1.62, 1.39, 0.46], [-0.39, -0.36, -0.37], [-0.36, -0.37, -0.17], [-1.47, -1.14, 1.53], [0.20, 1.10, -1.06], [-0.90, -1.25, 0.21], [1.27, 0.30, 0.33], [0.79, -0.65, -0.69], [-1.14, 0.80, -1.09], [-0.08, 0.72, 0.60], [0.03, -1.08, -0.14], [0.42, -0.34, 0.77], [-1.10, -0.39, -1.00], [0.26, 0.02, -0.34], [0.03, -0.26, -0.63], [0.24, 0.01, 0.21], [-0.39, 0.87, -0.38], [0.94, -0.64, -0.33], [0.42, 0.97, 0.80], [1.51, -0.22, -2.22], [-1.40, -0.27, 1.82], [-1.71, 0.63, 0.43], [0.49, 0.09, -0.04], [0.33, -0.53, 1.16], [-0.41, 0.56, -0.79], [-0.26, -0.80, -1.59], [-0.66, -0.23, 1.01], [0.98, 0.44, 0.28], [0.28, -0.06, 0.01], [0.41, 0.01, 0.26], [0.09, -0.12, 0.04], [0.08, -0.24, -0.01], [0.04, -0.13, -0.18], [-0.25, -0.05, 0.07], [-0.04, 0.31, 0.19], [-0.32, -0.12, 0.25], [-0.10, -0.14, 0.01], [-0.22, -0.09, 0.27], [-0.05, -0.19, -0.31], [-0.23, -0.48, -0.02], [-0.01, 0.13, -0.02], [-0.06, 0.06, 0.16], [0.18, 0.07, 0.22], [0.05, -0.33, 0.20], [0.46, -0.08, 0.29], [-0.21, 0.28, 0.00], [0.18, 0.42, -0.07], [0.13, -0.25, -0.03], [0.15, -0.08, 0.02], [-0.13, 0.17, 0.06], [0.13, 0.28, 0.12], [-0.07, 0.30, 0.06], [0.04, 0.36, 0.15], [0.23, 0.11, 0.46], [-0.14, 0.10, 0.33], [0.09, 0.02, -0.06], [0.05, -0.11, 0.23], [-0.04, 0.00, 0.20], [0.14, -0.16, 0.22], [-0.13, -0.17, 0.35], [-0.22, 0.30, 0.16], [-0.38, 0.04, 0.13], [-0.08, 0.05, -0.06], [-0.36, 0.08, -0.62], [-0.10, 0.28, -0.08], [-0.33, 0.16, 0.70], [0.13, -0.09, -0.02], [0.05, 0.03, -0.39], [0.28, 0.14, -0.36], [-0.32, -0.25, 0.39], [-0.10, 0.02, -0.61], [0.35, -0.15, 0.17], [-0.37, -0.54, -0.10], [0.21, 0.17, -0.05], [0.08, 0.26, 0.10], [-0.23, 0.37, -0.13], [-0.13, 0.19, -0.17], [0.18, 0.10, -0.09], [0.07, 0.17, 0.19], [-0.03, -0.03, 0.02], [-0.12, -0.02, 0.50], [0.36, -0.30, -0.29], [0.04, 0.40, 0.19], [0.34, -0.51, 0.37], [0.00, 0.26, -0.29], [0.02, -0.23, 0.19], [-0.22, -0.19, -0.29], [0.01, -0.03, 0.00], [0.05, 0.16, -0.19], [-0.24, 0.12, -0.03], [0.02, -0.01, 0.04]],
  "spin_multiplicity": 1,
  "lumo_energy_ev": 0.16,
  "molar_mass_g_mol": 1060.41,
  "largest_force_ev_per_a": 2.8,
  "total_charge": 0
}